The following is a quantum chemistry calculation of a structure of composition C23H42MnN2O3P2 at a distorted geometry, from the Open Molecules 2025 dataset.

XYZ file:
```
73
Properties=species:S:1:pos:R:3:forces:R:3
P 0.92300 -2.68021 -0.10578 -0.9 2.1 -0.6
P -0.18922 2.29259 -0.11059 0.6 -1.1 -0.2
C 0.53216 -0.88771 -0.99590 0.7 0.1 1.5
C 0.66828 0.62233 -0.77957 0.7 0.8 0.6
H -0.51698 -1.20348 -1.26104 0.6 -0.3 -0.1
H 1.40858 -1.09642 -1.65628 -1.2 0.0 -0.2
H 1.44524 0.72134 0.48260 -0.1 0.2 -0.8
H 1.43501 1.04168 -1.47551 -0.3 -0.8 0.5
C -1.51110 2.93698 -1.19387 -0.5 0.0 -0.1
H -2.23275 3.47437 -0.55894 0.2 -0.2 -0.2
H -2.01686 2.09947 -1.67409 -0.2 0.2 0.0
H -1.10767 3.63401 -1.93454 -0.2 -0.2 -0.1
C 1.15548 3.35513 -0.78849 0.4 -0.1 -0.1
H 1.26540 3.18495 -1.86900 0.0 0.2 0.2
H 2.10900 3.13230 -0.29477 -0.2 0.0 -0.1
H 0.92355 4.41307 -0.61228 -0.1 -0.2 0.0
C -0.36820 -3.78853 -0.73920 0.0 -0.1 0.2
H -0.54723 -4.56899 0.01350 0.0 0.1 -0.3
H -0.04624 -4.25546 -1.68140 -0.1 0.2 0.3
H -1.30016 -3.23892 -0.91905 0.2 -0.1 0.1
C 2.46804 -3.36800 -0.76345 0.4 -0.2 0.4
H 3.17899 -2.56650 -1.00793 -0.2 -0.2 0.2
H 2.26605 -3.95159 -1.67519 0.0 0.3 0.4
H 2.91569 -4.03656 -0.01380 0.0 0.2 -0.2
Mn -0.10661 -0.25193 -2.90755 -0.6 0.9 2.9
C 0.50214 1.15565 -4.03639 -0.1 2.9 -1.9
C -0.95378 1.15616 -3.96132 0.6 2.6 -0.8
C -1.86135 0.38093 -4.88149 -0.4 -0.1 -0.2
C -1.45074 -1.10477 -5.08766 -0.5 -0.2 -0.5
C -0.70460 -1.70554 -3.92219 0.0 -2.9 -0.8
C 0.75985 -1.69155 -3.81081 -0.1 -1.8 -0.8
C 1.69096 -1.01685 -4.79079 0.3 -0.2 -0.4
C 1.29138 0.45563 -5.13217 0.3 0.0 -0.3
C 0.76961 -2.47036 1.64972 0.2 -0.8 0.9
H 1.03974 1.97772 -3.53194 -0.5 -0.3 -0.4
H -1.38747 2.06514 -3.52161 0.2 -0.6 -0.2
H -1.96599 0.86533 -5.86374 0.2 0.0 0.0
H -2.88343 0.40259 -4.47387 0.3 0.0 0.1
H -2.37928 -1.67848 -5.22593 0.3 0.1 -0.1
H -0.88676 -1.22118 -6.02441 0.0 0.1 0.2
H -1.22082 -2.52045 -3.39781 0.2 0.0 -0.4
H 1.20546 -2.52177 -3.24690 -0.1 0.1 -0.3
H 1.78287 -1.61482 -5.71277 0.0 0.2 -0.1
H 2.71362 -1.00855 -4.36991 -0.4 0.0 0.0
H 2.22986 1.01967 -5.28826 -0.4 -0.2 0.0
H 0.74481 0.50376 -6.09144 0.1 -0.1 0.4
H 1.68324 -2.02808 2.06350 -0.1 -0.1 -0.1
H 0.58015 -3.44313 2.12491 0.1 0.2 0.1
H -0.05518 -1.77762 1.87169 0.1 -0.1 -0.3
C 0.89269 -0.57561 5.59882 0.2 -0.2 0.2
C -0.46386 0.09620 5.67140 -0.3 0.1 0.3
C -0.75886 1.13094 4.56402 -0.2 -0.3 -0.5
C -2.08100 1.88191 4.88102 0.3 0.3 -0.1
C -3.26260 0.95936 5.13827 -0.2 -0.2 -0.1
C 0.38807 2.13164 4.48344 0.3 0.7 0.2
O 0.55807 3.05536 5.25846 -0.1 -0.9 -0.5
N 1.32665 1.91701 3.45776 0.5 0.6 0.4
C 1.05954 1.20217 2.33431 -0.8 -0.9 -0.5
O 1.97558 1.13296 1.40946 -0.4 0.3 1.7
N -0.09781 0.59284 2.17670 0.9 -0.9 0.2
C -0.91667 0.35656 3.23029 -0.6 -0.7 0.0
O -1.78659 -0.52730 3.13129 1.0 0.9 0.2
H 1.00481 -1.19187 4.70024 0.0 0.1 0.0
H 1.00647 -1.24636 6.45997 0.1 0.1 -0.2
H 1.70898 0.15155 5.62830 0.0 -0.1 0.0
H -1.24345 -0.67332 5.61820 0.1 0.3 0.0
H -0.57864 0.61912 6.63107 0.1 -0.1 -0.1
H -1.90852 2.52357 5.75644 0.1 -0.1 -0.3
H -2.28257 2.54942 4.02981 -0.1 -0.1 0.2
H -3.22149 0.53579 6.14817 0.0 0.0 -0.2
H -4.20020 1.51156 5.04326 0.1 0.0 0.1
H -3.25476 0.14820 4.40120 -0.2 0.2 0.4
H 2.14043 2.52492 3.43181 -0.2 -0.1 0.2
```
Forces are in eV/Å.

Computed properties:
molecular weight	511.5	g/mol
expectation value of S²	8.78
F_max	3.440	eV/A
LUMO energy (spin up / spin down)	0.1117 / -0.1930	eV
2S+1	6

=====

The following is a quantum chemistry calculation of the ion C5H10N3O2 with charge +1 at a distorted geometry, from the Open Molecules 2025 dataset.

XYZ file:
```
20
Properties=species:S:1:pos:R:3:forces:R:3
C -0.14251 0.25444 -0.46268 0.8 0.6 -2.4
C -0.88114 1.41674 -0.33175 1.0 -1.4 -0.2
C 1.76469 -0.66972 0.73687 1.9 -1.8 0.5
C -0.54149 -1.58580 1.34612 1.5 1.9 -0.7
C 0.33138 -0.97910 0.21165 -0.2 -1.7 -0.5
N 0.03515 1.53174 -2.33238 0.7 1.1 0.7
N 0.43585 0.36184 -1.74459 -2.6 -0.7 2.1
N -1.55689 1.72862 0.74789 -1.1 0.8 0.2
O 1.04508 -0.54945 -2.23155 0.7 1.1 -1.7
O -0.78651 2.24203 -1.41263 0.4 -1.8 0.0
H 1.95932 0.42327 0.87299 -0.3 -1.0 0.2
H 2.60956 -1.05184 0.03706 -1.6 0.6 1.0
H 1.90527 -1.29012 1.73335 -0.1 1.7 -1.9
H -0.70397 -0.73228 2.00643 -0.7 -0.5 0.5
H 0.06902 -2.29891 1.86786 0.2 -0.3 0.3
H -1.37940 -2.08960 0.94944 -1.3 -0.2 -0.1
H 0.29974 -1.74281 -0.67778 0.5 1.2 1.8
H -0.31277 1.58282 -3.28716 -0.1 -0.3 0.0
H -1.92958 0.98364 1.32518 0.5 -0.1 0.0
H -2.22079 2.46449 0.64569 -0.4 0.8 0.1
```
Forces are in eV/Å.

Computed properties:
molecular weight	144.2	g/mol
relative energy (zero: lowest compared OMol25 entry of this formula, charge and spin)	129.1	kcal/mol
F_max	3.416	eV/A
LUMO energy (spin up / spin down)	-5.1248 / -5.1256	eV
total charge	+1